P | A cluster of 2 separate species, C5H11O3 in total, computed with ωB97M-V/def2-TZVPD.

Output
Kohn-Sham gap: 8.67 eV
net charge: -1
LUMO: 4.134 eV
2S+1: 1

XYZ file:
```
19
C5H11O3 | OMol25 | ωB97M-V/def2-TZVPD
C -1.93177 0.26341 -0.63255
C -1.15265 1.20066 0.30611
C -1.78881 0.72155 -2.11228
O -1.36474 -1.00871 -0.48021
H -3.00562 0.12138 -0.30047
H -1.39108 2.24190 0.50716
H -1.28503 -0.06214 -2.65193
H -2.81982 0.74472 -2.48871
H -1.23867 1.62579 -2.28763
H -0.55127 -1.11013 0.12782
H -0.12309 1.18341 -0.04730
H -1.02684 0.77344 1.29259
C 3.00348 -0.98659 1.69488
C 1.88357 -0.94257 0.67654
O 0.71731 -1.26220 1.07080
O 2.15327 -0.44453 -0.43522
H 3.84411 -1.49238 1.20759
H 2.75780 -1.58464 2.57364
H 3.31985 0.01764 1.97917
```

Q | A cluster of 2 separate species, C5H11O3 in total, computed with ωB97M-V/def2-TZVPD.

Output
Kohn-Sham gap: 7.96 eV
net charge: -1
LUMO: 3.735 eV
2S+1: 1

XYZ file:
```
19
C5H11O3 | OMol25 | ωB97M-V/def2-TZVPD
C 0.01423 -0.90761 -0.89748
C 0.12914 -2.00335 -1.94292
C -0.89584 0.21321 -1.37530
O -0.52267 -1.50283 0.28947
H 0.96605 -0.47109 -0.61959
H 1.01763 -1.90402 -2.58010
H -0.59586 0.55303 -2.36489
H -1.94745 -0.07597 -1.32084
H -0.84264 1.03454 -0.66333
H -1.04176 -0.80369 0.74953
H -0.72045 -2.08624 -2.62848
H 0.21631 -2.98531 -1.49207
C 1.26058 1.50776 1.96095
C -0.25056 1.65388 2.27573
O -1.05956 1.24246 1.40258
O -0.52726 2.14479 3.39115
H 1.64755 2.43429 1.53737
H 1.41523 0.63054 1.34946
H 1.73730 1.32559 2.92873
```

R | A cluster of 2 separate species, C5H11O3 in total, computed with ωB97M-V/def2-TZVPD.

Output
Kohn-Sham gap: 7.43 eV
net charge: -1
LUMO: 3.528 eV
2S+1: 1

XYZ file:
```
19
C5H11O3 | OMol25 | ωB97M-V/def2-TZVPD
O -0.34739 -2.66702 -1.21461
C 0.31156 -2.43936 -0.16227
O 0.47811 -3.16597 0.82662
C 0.97085 -1.00054 -0.09165
C -0.05158 -0.01150 0.44386
C -1.10748 0.33265 -0.57896
C -2.21961 1.22383 -0.03480
H 1.79256 -1.19614 0.60257
H 1.33884 -0.86082 -1.09434
H -0.43596 -0.40013 1.38844
H 0.52500 0.87966 0.74580
H -0.62189 0.84472 -1.40295
H -1.45801 -0.63110 -0.94880
H -2.65636 0.74928 0.85449
H -3.02895 1.36399 -0.76653
H -1.84278 2.21639 0.23810
H 2.80111 1.01942 0.90454
H 2.35942 2.08579 0.00792
O 3.19255 1.65684 0.28261
```

Short version: P is the least stable of them.

P | An isolated molecule of C2H3ClO2S, computed with ωB97M-V/def2-TZVPD.

Output
Kohn-Sham gap: 10.60 eV
LUMO: 0.403 eV
2S+1: 1

XYZ file:
```
9
C2H3ClO2S | OMol25 | ωB97M-V/def2-TZVPD
O -0.92000 1.72203 1.05214
S -0.84716 0.67559 0.06937
O -1.82910 0.55865 -0.93449
C 0.73072 0.14678 -0.62516
C 0.08456 -0.76442 0.44333
Cl -0.56792 -2.31884 0.26268
H 1.73798 0.63097 0.06240
H 0.94742 -0.03623 -1.68570
H 0.66349 -0.61454 1.35542
```

Q | A structure of composition C2H3ClO2S, computed with ωB97M-V/def2-TZVPD.

Output
Kohn-Sham gap: 9.07 eV
LUMO: 0.040 eV
2S+1: 1

XYZ file:
```
9
C2H3ClO2S | OMol25 | ωB97M-V/def2-TZVPD
C 0.27369 0.28879 -0.64197
C -1.15342 0.66767 -0.31330
O 0.99471 -0.63855 1.72041
O -1.73867 1.66205 -0.44080
S 0.87810 -1.19651 0.08786
Cl -1.97692 -0.66551 0.50463
H -0.08835 -0.13204 -1.97396
H 0.98867 1.03248 -1.00632
H 1.82218 -1.01837 2.06346
```

Short version: P is the least stable of them.

P | A cluster of 2 separate species, CCl2O3P in total, computed with ωB97M-V/def2-TZVPD.

Output
Kohn-Sham gap: 7.51 eV
net charge: -1
LUMO: 3.503 eV
2S+1: 1

XYZ file:
```
7
CCl2O3P | OMol25 | ωB97M-V/def2-TZVPD
C 1.84730 -0.19102 0.41729
O 2.11600 0.86137 0.78527
O 1.76788 -1.30100 -0.03377
O -0.72170 -0.15929 -1.56805
P -0.84118 0.30317 -0.18469
Cl -1.87338 -1.21428 0.92164
Cl -2.29492 1.70104 -0.33768
```

Q | The ion CCl2O3P with charge -1, computed with ωB97M-V/def2-TZVPD.

Output
Kohn-Sham gap: 9.37 eV
net charge: -1
LUMO: 3.817 eV
2S+1: 1

XYZ file:
```
7
CCl2O3P | OMol25 | ωB97M-V/def2-TZVPD
O 1.18475 2.15402 0.62204
C 0.77321 1.14067 0.22281
Cl 1.88522 -0.26523 -0.18192
O -0.41240 0.86927 -0.16511
P -1.46515 -0.78021 -0.66535
O -0.53341 -1.73841 -1.27819
Cl -1.43221 -1.38012 1.44571
```

Short version: Q is the least stable of them.

P | A cluster of 2 separate species, C6H13NO3 in total, computed with ωB97M-V/def2-TZVPD.

Output
Kohn-Sham gap: 8.50 eV
LUMO: 0.572 eV
2S+1: 1

XYZ file:
```
23
C6H13NO3 | OMol25 | ωB97M-V/def2-TZVPD
C 1.02688 -1.90758 -1.56343
C 1.16674 -1.08411 -0.53419
C 2.40997 -0.31248 -0.22750
N 0.05423 -0.82167 0.36639
O 0.45826 -0.84364 1.71033
O -0.98373 -1.75242 0.21714
H 1.83664 -2.02955 -2.26462
H 0.12567 -2.46445 -1.74555
H 2.21225 0.75832 -0.23617
H 2.79411 -0.57276 0.75870
H 3.17092 -0.54353 -0.96977
H 0.56160 0.14092 1.87433
H -1.64972 -1.25779 -0.29937
C -0.98919 1.13816 -1.18146
C -0.90154 0.99036 0.14990
C -2.11891 1.01522 1.04120
O 0.28317 1.67156 0.97679
H -0.11366 1.16110 -1.80764
H -1.95071 1.29454 -1.63907
H -2.99120 0.62291 0.52267
H -1.94547 0.43559 1.94727
H -2.34620 2.04239 1.33169
H -0.11011 2.31892 1.57237
```

Q | A cluster of 2 separate species, C6H13NO3 in total, computed with ωB97M-V/def2-TZVPD.

Output
Kohn-Sham gap: 10.10 eV
LUMO: 0.509 eV
2S+1: 1

XYZ file:
```
23
C6H13NO3 | OMol25 | ωB97M-V/def2-TZVPD
C -0.61000 0.31347 -2.55165
C -0.24148 -0.61638 -1.40794
C 1.24099 -1.06131 -1.40267
C 1.53868 -0.01658 -0.30544
C 0.02331 0.11544 -0.04291
O -0.54055 1.38694 0.14319
C -0.45483 -0.72808 1.13650
O -0.04548 -1.85235 1.33263
O -1.84730 -0.36591 1.63836
H 0.13089 1.11765 -2.68415
H -0.64750 -0.25858 -3.48890
H -1.59731 0.77239 -2.40049
H -0.98079 -1.42553 -1.33446
H 1.36971 -2.09036 -1.04891
H 1.77501 -0.93643 -2.35361
H 2.15957 -0.32497 0.54378
H 1.92930 0.92290 -0.71763
H -0.40382 1.93934 -0.63130
H -2.05072 0.47805 1.19971
N 0.03485 0.51195 3.50525
H 0.07697 1.43118 3.07427
H 0.16300 0.57814 4.51016
H -1.02251 0.10904 3.28622
```

R | A cluster of 2 separate species, C6H13NO3 in total, computed with ωB97M-V/def2-TZVPD.

Output
Kohn-Sham gap: 6.95 eV
LUMO: 0.902 eV
2S+1: 1

XYZ file:
```
23
C6H13NO3 | OMol25 | ωB97M-V/def2-TZVPD
C -0.19365 1.60618 -2.48507
C 0.69752 2.64504 -1.86623
C -2.36616 -0.72572 0.46978
C 0.84487 -3.21086 0.66856
C 0.80200 0.76551 2.21918
C -0.02789 -0.92120 0.67523
N -0.90793 0.87550 -1.76224
O -1.25168 -1.38583 0.52302
O 0.91389 -1.83699 1.11450
O 0.24554 0.43009 0.93064
H 1.56914 2.06760 -1.42617
H 0.99785 3.51528 -2.51979
H 0.28805 3.08031 -0.93691
H -2.41023 0.42044 0.71547
H -3.14654 -1.25474 -0.11679
H -0.27471 1.69148 -3.57373
H 0.39564 -3.34795 -0.26605
H 0.30329 -3.80649 1.31014
H 1.91021 -3.54552 0.71542
H 0.60707 1.88117 2.42167
H 1.93065 0.76121 2.27272
H 0.60142 0.15139 3.05374
H -1.52835 0.14412 -2.13709
```

S | An isolated molecule of C6H13NO3, computed with ωB97M-V/def2-TZVPD.

Output
Kohn-Sham gap: 9.88 eV
LUMO: 0.499 eV
2S+1: 1

XYZ file:
```
23
C6H13NO3 | OMol25 | ωB97M-V/def2-TZVPD
N -2.07134 -1.48395 0.67591
C -1.33921 -0.35428 0.21158
C -0.40845 -0.74067 -0.89663
C 0.95565 -1.28016 -0.46348
C 2.14284 -0.27044 -0.27046
C 1.94902 0.92053 0.70787
O 0.99465 1.84964 0.00156
C -2.32547 0.83497 -0.17024
O -3.51426 0.70171 -0.10764
O -1.68563 1.96773 -0.43134
H -3.07858 -1.21730 0.61237
H -1.88303 -1.71048 1.62600
H -0.73775 0.05793 1.05591
H -0.27151 -0.01146 -1.64893
H -0.92952 -1.48340 -1.42321
H 0.81536 -1.83734 0.46481
H 1.40098 -1.92504 -1.23207
H 3.09248 -0.77890 -0.05242
H 2.27224 0.21488 -1.27689
H 2.86526 1.44190 0.96662
H 1.49751 0.60824 1.66110
H 0.97066 2.72370 0.55444
H -0.71191 1.77220 -0.56487
```

Short version: R is the least stable of them.

P | An isolated molecule of C2H4ClOP, computed with ωB97M-V/def2-TZVPD.

Output
Kohn-Sham gap: 9.08 eV
LUMO: 0.309 eV
2S+1: 1

XYZ file:
```
9
C2H4ClOP | OMol25 | ωB97M-V/def2-TZVPD
C 1.23049 -0.33659 1.36203
O 0.15026 -0.42807 0.47161
P -0.22607 0.78617 -0.59722
C -1.54822 0.29758 -1.48972
Cl -2.13163 1.29727 -2.75996
H 2.00099 0.30075 0.90506
H 1.73284 -1.41602 1.54032
H 0.85509 0.19783 2.16415
H -2.06374 -0.69891 -1.59627
```

Q | An isolated molecule of C2H4ClOP, computed with ωB97M-V/def2-TZVPD.

Output
Kohn-Sham gap: 9.45 eV
LUMO: 0.237 eV
2S+1: 1

XYZ file:
```
9
C2H4ClOP | OMol25 | ωB97M-V/def2-TZVPD
O 0.31613 -2.00321 -1.67873
P 0.37860 -0.37432 -1.51527
C 0.43433 -0.19578 0.14932
C 0.44946 1.13947 0.79309
Cl 1.95472 1.47820 1.76979
H 0.40036 -2.28264 -2.59137
H 0.38364 -1.07148 0.78340
H -0.37241 1.24836 1.50320
H 0.42224 1.94196 0.05676
```

Short version: P is the least stable of them.

P | An isolated molecule of C4H3N3, computed with ωB97M-V/def2-TZVPD.

Output
Kohn-Sham gap: 9.65 eV
LUMO: 0.280 eV
2S+1: 1

XYZ file:
```
10
C4H3N3 | OMol25 | ωB97M-V/def2-TZVPD
N 2.69178 0.06665 0.23350
C 1.64802 0.54712 0.06457
C 0.53790 -2.61017 0.09829
N -0.21841 -1.70640 0.07794
C -1.12836 -0.67189 0.03358
C -0.79331 0.61716 -0.07104
N 0.47926 1.17926 -0.13340
H -2.17307 -0.95546 0.08183
H -1.58406 1.35646 -0.12294
H 0.54026 2.17727 -0.26234
```

Q | An isolated molecule of C4H3N3, computed with ωB97M-V/def2-TZVPD.

Output
Kohn-Sham gap: 8.00 eV
LUMO: -0.778 eV
2S+1: 1

XYZ file:
```
10
C4H3N3 | OMol25 | ωB97M-V/def2-TZVPD
C -0.00614 1.79812 -1.12495
C -0.74762 -0.27583 -0.09407
C -0.43186 -1.36251 0.71347
C 0.23439 0.60372 -0.46856
N -0.01861 2.76941 -1.75111
N 0.78380 -1.31065 1.13998
N 1.68352 -0.56899 1.21657
H -1.72716 -0.16470 -0.31801
H -1.14148 -2.15005 1.09398
H 1.37116 0.66148 -0.40731
```

R | A cluster of 2 separate species, C4H3N3 in total, computed with ωB97M-V/def2-TZVPD.

Output
Kohn-Sham gap: 10.01 eV
LUMO: -0.757 eV
2S+1: 1

XYZ file:
```
10
C4H3N3 | OMol25 | ωB97M-V/def2-TZVPD
N 0.16674 -1.61304 -1.64539
C -0.02821 -1.35660 -2.79137
C -0.84470 0.45134 -1.09929
N -1.36786 1.48142 -0.96345
C 0.08684 1.02515 1.64906
C 0.66348 -0.00662 1.92588
N -0.19966 -0.64946 -0.65768
H -0.37500 1.97515 1.54638
H 1.17477 -0.85617 2.31021
H 0.72360 -0.45118 -0.27435
```

Short version: R is the least stable of them.